Model A:
Density functional theory data (ωB97M-V with the def2-TZVPD basis set) for 2 unconnected molecules or ions with the total composition C4H8N2.

The geometry in XYZ format:
```
14
Properties=species:S:1:pos:R:3
N -1.69 0.50 -0.55
N -2.10 -1.49 0.48
C -1.27 -0.64 -0.20
C 1.44 0.65 1.36
C 1.85 0.83 -1.19
C 1.55 0.67 0.06
H 1.92 1.80 -1.65
H -0.35 -1.17 -0.51
H -3.05 -1.16 0.60
H -2.03 -2.49 0.32
H 2.31 0.57 2.00
H 1.91 -0.01 -1.87
H 0.49 0.75 1.86
H -0.97 1.21 -0.70
```

Results
- Net charge: 0
- Orbital gap: 10.198 eV
- E_LUMO: 1.058 eV
- E_HOMO: -9.1 eV
- Structure (SMILES): [H]/N=C/N.C=C=C



Model B:
Density functional theory data (ωB97M-V with the def2-TZVPD basis set) for 2 unconnected molecules or ions with the total composition C4H8N2.

The geometry in XYZ format:
```
14
Properties=species:S:1:pos:R:3
N -1.90 -1.60 0.88
N -0.33 -0.19 -0.39
C 2.02 0.08 0.22
C -1.26 0.24 -1.13
C -2.87 -0.92 0.91
C 0.62 0.67 0.28
H 0.28 0.73 1.32
H -1.38 1.29 -1.39
H 0.59 1.68 -0.15
H 2.37 0.02 -0.82
H -2.03 -0.47 -1.45
H -0.88 -1.27 0.29
H 2.04 -0.93 0.65
H 2.72 0.70 0.78
```

Results
- Net charge: 0
- Orbital gap: 10.354 eV
- E_LUMO: 0.168 eV
- E_HOMO: -10.2 eV



Least stable = model B



Model A:
Density functional theory data (ωB97M-V with the def2-TZVPD basis set) for C5H8O in the gas phase.

The geometry in XYZ format:
```
14
Properties=species:S:1:pos:R:3
O -1.78 0.27 0.75
C -0.91 0.15 -0.36
C 1.07 -0.99 0.35
C 1.38 0.30 0.35
C -0.27 -1.25 -0.28
C 0.27 1.14 -0.23
H -0.16 -1.70 -1.27
H -0.92 -1.92 0.31
H 1.71 -1.79 0.74
H 2.32 0.73 0.70
H -1.81 1.21 0.99
H -1.46 0.29 -1.30
H 0.55 1.59 -1.19
H 0.00 1.98 0.43
```

Results
- Net charge: 0
- Orbital gap: 10.360 eV
- E_LUMO: 1.048 eV
- E_HOMO: -9.3 eV
- Structure (SMILES): OC1CC=CC1



Model B:
Density functional theory data (ωB97M-V with the def2-TZVPD basis set) for a molecular structure, C5H8O.

The geometry in XYZ format:
```
14
Properties=species:S:1:pos:R:3
O -0.20 0.86 0.58
C -0.96 0.04 -0.67
C 0.26 -0.64 -1.12
C 2.31 0.16 0.40
C 1.00 -0.05 -0.23
C -2.06 -0.75 -0.03
H 2.31 -0.14 1.45
H -1.64 -1.46 0.70
H -1.32 0.86 -1.31
H -2.77 -0.10 0.47
H 2.67 1.20 0.34
H 3.02 -0.47 -0.15
H -0.05 1.80 0.36
H -2.58 -1.33 -0.80
```

Results
- Net charge: 0
- Orbital gap: 8.922 eV
- E_LUMO: 0.588 eV
- E_HOMO: -8.3 eV



Least stable = model B



Model A:
Density functional theory data (ωB97M-V with the def2-TZVPD basis set) for C5H8O in the gas phase.

The geometry in XYZ format:
```
14
Properties=species:S:1:pos:R:3
O 0.36 -1.34 0.09
C -0.46 -0.19 0.45
C 2.20 -0.13 -0.38
C 0.28 1.22 0.43
C 1.62 0.90 -0.08
C -1.54 -0.24 -0.62
H 0.87 -1.72 0.82
H 0.33 1.68 1.43
H 2.82 -0.94 -0.68
H -1.89 -1.27 -0.69
H -0.25 1.95 -0.20
H -2.39 0.43 -0.44
H -0.84 -0.39 1.45
H -1.09 0.03 -1.58
```

Results
- Net charge: 0
- Orbital gap: 9.934 eV
- E_LUMO: 0.825 eV
- E_HOMO: -9.1 eV
- Structure (SMILES): C#CC[C@@H](C)O



Model B:
Density functional theory data (ωB97M-V with the def2-TZVPD basis set) for a molecular structure, C5H8O.

The geometry in XYZ format:
```
14
Properties=species:S:1:pos:R:3
O -0.13 1.21 0.74
C -1.69 -0.61 0.19
C 1.51 -0.62 0.26
C -0.69 0.39 -0.32
C 0.73 0.00 -0.84
C 1.11 0.93 0.21
H -2.46 -0.10 0.77
H 0.98 0.02 -1.89
H 2.32 -0.07 0.74
H -1.22 -1.36 0.83
H -2.17 -1.12 -0.65
H -1.14 1.09 -1.03
H 0.96 -1.23 0.96
H 1.87 1.71 0.10
```

Results
- Net charge: 0
- Orbital gap: 9.695 eV
- E_LUMO: 1.123 eV
- E_HOMO: -8.6 eV



Model C:
Density functional theory data (ωB97M-V with the def2-TZVPD basis set) for C5H8O in the gas phase.

The geometry in XYZ format:
```
14
Properties=species:S:1:pos:R:3
O -3.13 0.07 -0.11
C -2.12 -0.57 0.04
C -0.57 0.19 -0.06
C 1.94 -0.06 0.07
C 0.40 -0.84 0.17
C -0.60 1.49 -0.30
H 0.39 -1.61 -0.61
H 2.09 0.36 -0.91
H -1.56 1.97 -0.41
H 0.33 -1.27 1.17
H -2.16 -1.67 0.24
H 0.29 2.10 -0.38
H 2.67 -0.85 0.25
H 2.03 0.69 0.85
```

Results
- Net charge: 0
- Orbital gap: 10.150 eV
- E_LUMO: 0.795 eV
- E_HOMO: -9.4 eV
- Structure (SMILES): C=C(C=O)CC



Least stable = model B



Model A:
Density functional theory data (ωB97M-V with the def2-TZVPD basis set) for a molecular structure, C5H8O.

The geometry in XYZ format:
```
14
Properties=species:S:1:pos:R:3
O 0.80 -0.96 0.22
C 0.18 0.97 -0.61
C 0.91 0.23 1.56
C -0.64 -0.10 0.11
C 1.34 0.40 0.17
C -1.57 -0.92 -0.72
H 0.20 0.84 2.10
H 2.39 0.48 -0.11
H 1.58 -0.39 2.17
H -2.40 -0.29 -1.05
H -0.08 2.01 -0.39
H -1.99 -1.77 -0.17
H 0.30 0.83 -1.69
H -1.05 -1.32 -1.62
```

Results
- Net charge: 0
- Orbital gap (alpha / beta): 7.609 / 7.606 eV
- E_LUMO (alpha / beta): 0.541 / 0.540 eV
- E_HOMO (alpha / beta): -7.1 / -7.1 eV



Model B:
Density functional theory data (ωB97M-V with the def2-TZVPD basis set) for C5H8O in the gas phase.

The geometry in XYZ format:
```
14
Properties=species:S:1:pos:R:3
O -0.53 -1.33 -0.42
C 0.66 0.49 0.76
C 0.72 -1.02 0.05
C -1.38 -0.20 -0.44
C -0.75 0.93 0.43
C 1.49 0.11 -0.44
H 2.56 0.08 -0.31
H 0.78 -0.23 1.57
H -1.33 1.09 1.35
H 1.16 0.44 -1.42
H -0.79 1.88 -0.14
H -2.34 -0.55 -0.06
H -1.51 0.12 -1.48
H 1.22 -1.93 0.40
```

Results
- Net charge: 0
- Orbital gap: 9.192 eV
- E_LUMO: 1.112 eV
- E_HOMO: -8.1 eV
- Structure (SMILES): C1C[C@@H]2C[C@@H]2O1



Least stable = model A



Model A:
Density functional theory data (ωB97M-V with the def2-TZVPD basis set) for a molecular structure, C5H8O.

The geometry in XYZ format:
```
14
Properties=species:S:1:pos:R:3
O -0.20 1.23 0.79
C 0.66 0.14 -0.82
C -1.65 -0.65 0.15
C 1.12 0.97 0.34
C -0.74 0.47 -0.32
C 1.44 -0.48 0.31
H -1.94 -1.30 -0.68
H 0.97 0.12 -1.86
H 2.47 -0.72 0.07
H 1.88 1.73 0.49
H -1.14 -1.26 0.90
H 0.97 -1.15 1.03
H -1.27 1.14 -1.01
H -2.56 -0.24 0.61
```

Results
- Net charge: 0
- Orbital gap: 10.354 eV
- E_LUMO: 1.172 eV
- E_HOMO: -9.2 eV



Model B:
Density functional theory data (ωB97M-V with the def2-TZVPD basis set) for C5H8O in the gas phase.

The geometry in XYZ format:
```
14
Properties=species:S:1:pos:R:3
O 1.21 -1.37 1.03
C 0.82 -0.75 -0.19
C -0.08 1.42 -0.06
C -1.26 0.49 0.09
C 1.07 0.74 -0.18
C -0.69 -0.84 -0.45
H -1.12 -1.72 0.03
H 1.29 -0.70 1.71
H -1.49 0.41 1.16
H 2.06 1.18 -0.18
H -0.87 -0.90 -1.53
H 1.39 -1.27 -0.97
H -2.18 0.81 -0.42
H -0.16 2.50 -0.04
```

Results
- Net charge: 0
- Orbital gap: 10.643 eV
- E_LUMO: 0.999 eV
- E_HOMO: -9.6 eV
- Structure (SMILES): O[C@@H]1C=CCC1



Least stable = model A



Model A:
Density functional theory data (ωB97M-V with the def2-TZVPD basis set) for C7H9NO in the gas phase.

The geometry in XYZ format:
```
18
Properties=species:S:1:pos:R:3
O -1.67 -1.25 1.43
N -0.22 1.37 -0.15
C -0.60 0.09 -0.42
C -1.80 -0.36 0.24
C 0.24 -0.76 -1.11
C 1.37 -0.23 -1.72
C 1.73 1.03 -1.49
C 0.85 1.84 -0.68
C -0.54 -0.89 2.21
H -0.55 0.20 2.35
H 2.07 -0.84 -2.44
H 0.12 -1.67 -1.25
H 0.34 -0.90 1.85
H -2.31 -0.93 -0.26
H 1.19 2.73 -0.51
H -2.38 0.54 0.56
H 2.72 1.65 -1.78
H -0.56 -1.61 3.17
```

Results
- Net charge: 0
- Orbital gap: 10.393 eV
- E_LUMO: 0.785 eV
- E_HOMO: -9.6 eV
- Structure (SMILES): COCc1ccccn1



Model B:
Density functional theory data (ωB97M-V with the def2-TZVPD basis set) for C7H9NO in the gas phase.

The geometry in XYZ format:
```
18
Properties=species:S:1:pos:R:3
O 1.33 0.01 1.63
N -1.50 0.71 -0.51
C -1.14 -0.02 -2.73
C -0.28 0.37 -0.11
C 1.34 -0.72 2.85
C 0.59 -0.18 -1.02
C 0.17 -0.33 -2.38
C 0.01 0.57 1.30
C -1.95 0.58 -1.76
H -1.56 -0.18 -3.83
H 0.66 -1.47 2.80
H -0.89 0.00 1.83
H 0.87 -0.59 -2.99
H 0.22 1.45 1.24
H 2.22 -1.05 3.00
H 0.99 0.15 3.65
H -2.77 1.03 -1.95
H 1.72 -0.35 -1.04
```

Results
- Net charge: 0
- Orbital gap: 10.388 eV
- E_LUMO: 1.010 eV
- E_HOMO: -9.4 eV
- Structure (SMILES): COCc1ccccn1



Least stable = model B